[1]
The following is a DFT calculation (ωB97M-V/def2-TZVPD) of a 4-piece molecular cluster, C51H101IN8O9 overall at a distorted geometry.

Geometry (Å):
H -6.47232 -4.50628 1.62064
H -7.91334 -0.92699 1.47947
H 0.42438 -5.56714 -1.83218
C -0.52660 -0.50419 -2.37520
H 4.73964 4.52439 3.51819
H -7.81193 1.02112 -6.08715
O 0.89584 -2.78144 -1.38149
I 3.46754 -6.79210 1.75477
H 3.91021 8.85991 5.29800
O 2.48257 -1.48364 1.91316
C -2.91070 2.45064 -3.27210
H -6.29371 1.77147 -7.68599
H -3.40688 -1.63962 1.71612
H -3.81158 3.76283 -5.95646
H -7.29706 -4.09232 -0.41546
H 1.47448 0.74858 2.58846
O 4.24943 -4.85557 -0.30467
O -0.93118 -5.83956 0.50426
H -5.80442 -0.45640 -6.67306
H 0.06563 8.19887 4.33772
H -0.76006 -4.46992 2.69102
C -7.35180 -1.73113 1.00210
H 4.86808 5.96252 5.48813
H -5.06575 -2.54123 -3.01539
C -0.34149 -0.37073 1.12476
H 4.80457 7.96962 2.37829
N 0.74824 -4.46840 1.19246
C 3.95236 7.88433 5.78826
C -7.23238 1.41529 -5.25244
C -6.14484 -2.35261 -1.14743
N -4.97947 2.03872 -4.51857
N 0.38591 -0.93211 -0.01837
C 0.53448 6.09012 5.48541
H 0.59713 -2.59460 1.87948
C 1.13280 8.09427 4.14964
H -1.72593 -2.08794 -0.47775
H 2.86888 0.56094 -2.79105
C 5.06039 -3.79294 -3.42652
C 3.50351 -0.61075 -0.16159
H 4.83555 -4.79979 -3.06938
H 1.96639 -5.67079 -0.93255
C 0.15819 -5.38923 0.25254
H -4.79550 -4.87707 1.99050
H 6.51311 -2.39564 -2.82075
H 0.81076 -6.98939 -0.88363
C -5.25836 -0.00834 -5.84030
H -3.67811 -3.01235 2.78193
C -5.75754 -1.84977 -2.52914
H 2.32250 -3.19443 -3.51525
H 7.07891 -3.91361 -1.14365
H 2.99207 -4.04590 2.56282
H 7.05439 -3.42169 -4.12986
H 3.96440 5.08541 2.03420
O 2.56258 4.79195 4.47304
C -6.89793 -3.67628 -1.33568
H 1.77982 -2.17952 3.75835
H 2.63986 6.57617 6.86498
C 1.58132 0.57412 3.65640
H 0.35271 -5.83879 2.72879
N 4.27639 -0.21441 -1.34506
H -7.74375 -3.50210 -1.99995
C -3.00862 3.08962 -5.66654
H 3.39198 8.61106 3.18518
H 8.30674 -4.32493 -2.33680
H 4.47546 1.28707 -2.78523
H 0.85579 5.28389 6.14013
H -0.04400 -0.84133 2.05753
N 2.53451 6.01593 4.07333
H -6.29399 -2.39297 2.77290
H -0.09464 -1.37583 -2.85203
H -2.94602 -3.25833 1.18032
C 0.91687 -5.90466 -0.92231
C 3.71929 -4.89923 0.75851
H -3.03229 0.02720 -4.06793
H -7.96012 -1.22780 -1.01724
C 3.88615 6.50849 3.65686
H 4.83949 -3.74978 -4.49668
C -5.44780 -4.38535 1.27002
C -5.76011 1.41822 -5.63560
H 3.19442 7.48802 1.84144
H -0.04560 5.65979 4.66833
H -5.59037 -1.00333 1.96841
H -3.12791 1.71572 -2.49891
C 4.57160 5.39370 2.88700
H -6.65684 -1.77763 -3.14122
H -1.22470 -3.58366 -0.78908
H -1.92639 0.71100 -5.24890
C 2.54780 7.39258 6.14228
H 1.98931 8.18746 6.64014
H 2.20303 -1.37497 -2.07554
H 5.65726 7.25559 4.60264
H -0.11218 6.75765 6.05494
H -0.51063 0.32181 -3.08207
C 3.70730 0.85583 -2.14436
H -1.42589 -0.46269 1.02161
C -5.04833 -2.89825 1.10998
C 6.51993 -3.42504 -3.18296
H 3.62985 2.45044 3.20923
H -1.56367 -0.69456 -2.09770
H 4.32575 -3.19061 1.81319
H -3.50313 0.35160 -7.06015
H 6.86588 -5.32617 -2.18511
O 0.72261 1.03546 -1.07372
C 2.79156 -0.30505 3.96980
C 2.88829 -3.28628 -2.58060
H 4.40316 0.88320 4.69417
C 2.24770 -2.33973 -1.56462
H -5.94991 3.25130 -6.79031
H 3.52237 -2.26963 3.59231
C -6.06565 -1.97321 1.79129
H 0.90754 -4.25722 3.27516
H 2.72893 -0.53210 5.03896
C -3.48689 2.04715 -4.62367
H 4.51735 8.03378 6.70951
H -6.25506 -4.42649 -1.79800
H 4.16441 -0.50693 0.69559
C 2.65563 -1.67849 3.32791
C 5.33222 -0.50905 3.41242
O 4.21353 -2.85585 -2.75831
C 0.98428 -3.07528 0.98474
H 5.71949 -1.00873 4.30288
H 5.07473 1.87280 2.42596
H -2.21913 3.71171 -5.24783
H 5.53669 5.73577 2.51334
H 1.24489 7.94736 3.07795
H 4.04487 -2.59546 -0.43552
H -5.34373 -4.93315 0.33619
C 3.79967 7.72002 2.71839
N 2.49179 -2.63452 1.04651
H -4.63594 2.22436 -7.36152
H -3.43930 -1.11822 -6.12029
H -7.57997 2.42637 -5.03920
H 3.34083 1.65076 -1.49651
C -7.03957 -1.33614 -0.44103
H -5.50011 -0.59735 -4.95279
C 4.68175 6.87204 4.90816
H -6.54629 -0.35927 -0.45123
H -7.99903 -2.61107 1.03161
O -5.39094 1.64824 -3.36305
C -3.68633 -2.69135 1.73892
H -0.09560 0.68528 1.19936
H 6.15790 0.06146 2.99126
H 2.63897 0.03865 -0.05489
H -5.29495 -0.86528 -2.48750
C 4.15595 0.41856 3.73758
H -1.82771 2.54060 -3.37141
H 1.60300 9.04190 4.41174
H 5.09190 -1.28391 2.68643
H 1.68560 1.54781 4.13278
H 2.84587 -4.32453 -2.28181
H -2.61312 2.62692 -6.57100
H -3.30754 3.41287 -2.94835
C 7.23474 -4.30244 -2.14955
C 3.09050 -2.09399 -0.28893
C -3.75304 -0.07290 -6.08467
H 3.47390 1.34106 1.85351
C 0.26177 -2.37043 -0.18038
N -4.89749 -2.53443 -0.34106
C 1.70847 6.90166 4.95479
H 4.52532 -1.00418 -1.92220
C 4.07284 1.57707 2.72982
C 3.37874 -3.69479 1.61580
H 0.66959 0.10778 4.03015
N -1.09989 -2.81310 -0.14203
C -2.98206 0.64278 -4.97294
C 0.25337 -0.07408 -1.16420
C -5.63664 2.21779 -6.93988
C 0.27871 -4.77099 2.54892
H -7.42422 0.79698 -4.37841
O -4.02895 -1.60385 -0.54994

Cartesian forces (eV/Å) of the 2 atoms listed first:
-0.033 0.029 -0.050
-0.028 -0.023 0.030

Properties
Energy relative to the best compared isomer or geometry (same formula, charge and spin), kJ/mol: 0.00
Orbital gap (spin up / spin down), eV: 6.721 / 7.849
Multiplicity: 4
E_LUMO (spin up / spin down), eV: -2.91 / -2.91
Total charge: +1

---

[2]
The following is a DFT calculation (ωB97M-V/def2-TZVPD) of a 9-piece molecular cluster, C51H105N3O15S6 overall at a distorted geometry.

Geometry (Å):
H 8.63409 -8.76390 -1.95226
H -8.93971 9.99535 -1.24087
H -4.58405 -0.13430 -1.98478
O -6.34780 2.91776 -10.19494
C -9.90011 9.67784 -1.64699
H -5.36207 -4.86337 9.67498
C 3.42449 0.58289 -8.51350
N 6.46970 -8.73895 -0.67588
C 10.21800 0.18091 4.99652
H -3.42070 -7.02624 9.81273
C -10.90542 8.95027 -0.67140
H 6.05195 -6.61882 -3.35844
H -5.27776 6.53689 -12.46729
S -5.80650 -8.24260 0.44650
O -0.91756 9.99305 4.23409
C 4.86462 0.51140 -7.99583
H -1.19896 -0.69031 -2.77014
H -5.40438 0.02836 0.38793
H -2.90875 9.97872 6.90962
H -8.17865 -5.64590 -0.33763
H 4.13066 -7.45200 -0.16826
H -0.11873 1.28490 0.21854
O -4.42707 -8.01662 0.96049
N 8.77066 -0.07375 5.45391
H 2.01621 2.14990 -8.96506
O 6.47920 2.62202 -8.74768
H 12.04165 1.31393 5.48903
H -1.51165 -5.70077 9.50774
H 5.71999 -5.67155 0.42712
C -0.49651 1.04927 -0.77638
H 7.59507 -8.32770 -3.35507
C -10.76333 7.11497 -2.51449
C 11.05167 1.08397 5.88294
C 6.69936 -6.09580 0.64840
C 7.85225 2.31076 5.91072
H -2.61254 -4.85539 6.67767
H -4.20221 -6.64533 8.20355
H -3.69051 5.17295 -10.89556
H -10.24984 10.53414 -2.22366
H 6.29087 -7.10602 2.39820
H 4.01389 -7.95488 1.55680
H 7.03387 -10.28176 1.40119
H 4.98142 -7.83679 -2.71640
C 7.89647 1.27177 3.65436
H -7.44482 -6.87203 -2.54888
H -1.61549 -6.57721 8.10902
C -6.87920 -6.72852 -1.62825
H 7.53592 -5.57724 -1.29388
H 7.49046 0.40150 3.13873
H 6.30167 -0.38697 6.14770
H 10.51490 -1.81768 4.28283
H 11.02489 0.65351 6.88398
H 8.50352 -6.67659 -0.51160
H 5.66569 1.16526 5.82040
O -2.55241 0.65761 1.46800
H -0.91200 1.99811 -1.11575
H -10.46131 6.10858 -2.80442
H 10.17222 -0.22779 2.81915
H -5.56501 9.52628 3.67829
O -9.90862 8.99789 -4.23592
C 6.29492 0.38998 5.38324
H 5.84530 -0.09051 4.51429
H -4.39925 3.43493 -0.49144
C -1.61073 -0.01095 -0.65552
S -3.72786 -3.65030 8.35151
C 3.09791 2.01561 -8.96810
H -7.41242 -7.01629 1.83535
H 9.21549 1.86191 1.95502
H 6.92457 2.88093 5.86157
C 5.84316 -8.57657 0.62462
H 11.03371 -1.67733 5.95178
H -10.13585 7.12874 -0.31575
H 2.90034 0.30183 -7.60006
H -3.18998 3.03000 0.64488
C 3.79348 3.00270 -7.99254
H -3.53843 11.08715 2.63965
H -2.35226 1.55251 -2.89592
C -10.96182 7.42342 -0.96309
C -4.28230 -4.94806 9.55243
H -0.67586 -1.30807 0.97308
H 3.85831 -9.21684 0.27695
H -11.63321 7.26025 -3.15502
C 6.66816 -7.45709 1.43773
C 10.99437 -1.14999 4.99865
H 0.29363 0.81230 -1.48886
H 3.21174 2.95563 -7.07196
H 9.49198 2.69974 3.43248
H 8.64986 -7.25197 -2.68217
C 7.44606 -6.44819 -0.64466
H -1.40967 -4.00327 7.45736
H 7.94151 2.09992 6.97640
H 7.69989 -7.77833 1.58068
H -3.25529 0.25309 -3.69556
H 6.56661 -10.37443 -1.61713
C -7.66402 -6.60671 -0.34722
H 5.99980 -9.77927 2.55165
C -5.92480 -7.98598 -1.40001
H -6.04011 4.35992 -12.29708
C -3.60134 -6.28192 9.03720
H 3.40749 2.11135 -10.00882
H 10.69056 2.11078 5.94094
C -5.14995 5.17002 -9.31309
H -4.90609 -7.81090 -1.74594
O -8.14022 7.99142 -2.73148
O -7.82800 4.75399 -9.34661
H -5.75163 5.93181 -8.81735
C 4.29668 -8.25646 0.54824
S -6.58767 4.33429 -10.03601
C -2.89853 0.62321 -2.73440
H 11.28893 1.02880 3.25237
C -4.40992 5.85539 -10.44299
C -3.85328 1.27525 -0.36546
C -6.84544 -6.78480 0.93367
C -3.07971 9.60067 5.90168
H -7.46078 5.33826 -12.13120
H -6.40050 -8.89157 -1.77644
C -4.07818 0.82570 -1.88183
S -2.19417 10.58386 4.64593
H -0.25866 -1.75631 -0.60822
C -4.72567 10.06254 4.12106
H -4.78083 1.46990 -2.41040
C 7.94891 -8.02584 -2.36929
C -3.43307 10.20429 3.27017
C 6.02227 -9.88116 1.46665
O 8.60903 -0.40955 6.78265
C 7.73797 0.96340 5.13325
H 5.61291 0.13141 -8.69135
C 9.29285 1.70610 3.03105
H 5.40889 -10.74001 1.19417
H -4.53860 8.12474 5.19006
C -3.53071 2.78918 -0.36209
H 7.11323 1.99962 3.44252
C -4.48085 9.20411 5.33056
H -3.87211 6.76915 -10.19021
C -5.18415 1.09573 0.37001
H -6.25222 -5.87871 -1.89807
H -6.02211 1.72102 0.06188
O 5.88335 -9.70742 -1.51783
C 5.66016 -7.03354 -2.42967
C -5.53110 6.25966 -11.44402
H -2.46900 8.70305 5.99863
O -2.39012 12.00148 4.95465
H 3.10298 -0.10641 -9.29427
H -3.89668 -4.51460 10.47520
H 7.29869 -5.33809 1.15315
O 5.92708 2.22706 -6.34152
H -4.72050 4.59543 -8.49241
H 11.97909 -0.85616 4.63521
S -9.57606 8.45249 -2.95687
H -1.84591 -2.18241 -0.04328
H 5.27546 -6.21091 -1.82686
C -6.48948 5.13733 -11.67919
H -5.22629 9.35504 6.11135
H -6.04442 7.17645 -11.15404
H -8.34941 -7.45416 -0.36070
H -3.10985 -0.03786 1.82464
H -6.16628 -5.98372 1.22543
O -4.67900 -3.50325 7.25317
S 5.51792 2.22689 -7.74278
O -3.38671 -2.45892 9.04254
C -1.10273 -1.38522 -0.02689
C -2.17881 -5.81975 8.65402
H -2.63617 -1.34249 -2.17096
H -3.28056 9.25037 2.76532
H -11.85156 7.09376 -0.42662
H 4.03318 4.01206 -8.32695
H -2.82108 3.12262 -1.11929
C 10.31241 0.61228 3.49939
H -5.03302 11.03495 4.50585
H 4.93353 -0.04891 -7.06341
H -10.78467 8.99949 0.41078
H -11.85832 9.41689 -0.92105
H -5.05757 1.31108 1.43100
H 9.01567 0.28622 7.30434
H 8.73991 2.92064 5.74276
C 6.79935 -7.57883 -1.51477
C -2.33400 -4.53559 7.68178
N -2.77356 0.42067 0.15359
C -2.05391 -0.42129 -2.14983
O -6.43681 -9.54010 0.78111

Cartesian forces (eV/Å) of the 2 atoms listed first:
-0.490 -0.316 0.287
0.038 -0.538 0.089

Properties
Energy relative to the best compared isomer or geometry (same formula, charge and spin), kJ/mol: 270.13
Orbital gap, eV: 8.378
E_LUMO, eV: 0.28